C3H3NO2 | ωB97M-V with the def2-TZVPD basis set

Properties
gap between HOMO and LUMO = 8.81 eV
highest occupied orbital energy = -9.0 eV
M = 85.1 g/mol
calculated total energy = -8741.167 eV
E_LUMO = -0.15 eV

```
9
C3H3NO2 | the OMol25 dataset | ωB97M-V with the def2-TZVPD basis set
O -0.118 -1.627 -0.213
N -2.356 0.852 -0.623
C -0.332 -0.353 0.397
H -0.179 -0.430 1.466
H 2.074 1.152 0.992
H -0.857 -1.725 -0.801
O 1.683 1.043 -1.068
C -1.416 0.353 -0.180
C 1.501 0.735 0.030
```